# C12H10N4O6S

C12H10N4O6S in the gas phase (ωB97M-V/def2-TZVPD, OMol25).

XYZ file:
```
33
Properties=species:S:1:pos:R:3:forces:R:3:mulliken_charge:R:1
C 3.10679 -0.29150 2.66481 0.3 -0.1 0.5 -1.51
C 2.05534 0.09520 1.68461 0.0 0.0 -0.1 0.69
C 2.32742 0.18069 0.30710 -1.1 0.4 0.4 0.20
N 3.64127 -0.13349 -0.24171 0.0 -0.3 0.1 0.96
O 3.65752 -0.57793 -1.36475 0.1 -0.1 -0.5 -0.58
O 4.61027 0.04267 0.45613 0.4 0.2 0.1 -0.57
C 1.36957 0.57220 -0.61964 0.2 0.0 -0.2 -0.52
C 0.11102 0.93446 -0.18961 -0.1 0.1 -0.3 -0.07
S -1.09664 1.56363 -1.36894 -0.2 -0.2 0.5 1.38
O -0.57775 1.37647 -2.68554 0.0 -0.3 0.2 -0.61
O -1.50009 2.86117 -0.93180 -0.2 0.0 0.1 -0.72
N -2.42101 0.59207 -1.07407 0.4 0.8 -0.1 -0.24
C -2.55093 -0.74674 -1.40268 0.1 -0.7 -0.2 0.87
C -3.77192 -1.40255 -1.23745 0.3 0.2 0.0 -0.57
C -3.83608 -2.74953 -1.53999 -0.3 0.1 0.1 -0.38
N -2.81193 -3.45911 -1.98242 0.0 -0.4 -0.1 -0.61
C -1.66218 -2.82560 -2.14983 0.2 0.0 0.1 -0.57
C -1.46779 -1.48415 -1.87335 -0.1 0.0 0.0 -0.11
C -0.20071 0.88224 1.15137 -0.1 0.0 0.3 -0.82
C 0.74730 0.43874 2.06695 0.2 0.1 -1.4 0.10
N 0.28580 0.37218 3.44407 0.1 -0.1 0.4 0.93
O 0.68064 -0.53194 4.14409 -0.1 -0.3 0.2 -0.58
O -0.48413 1.23193 3.79587 -0.4 0.4 0.1 -0.56
H 2.68907 -0.55160 3.63184 0.1 0.1 -0.2 0.42
H 3.69128 -1.13420 2.30157 0.0 0.0 0.0 0.40
H 3.80558 0.53787 2.78574 0.0 0.0 0.0 0.31
H 1.61222 0.61686 -1.67249 0.1 0.0 0.0 0.57
H -3.25120 1.09559 -0.80766 0.0 0.2 0.0 0.23
H -4.64082 -0.86794 -0.88618 -0.1 0.0 0.1 0.34
H -4.76671 -3.29319 -1.42658 -0.1 0.1 0.1 0.36
H -0.84217 -3.43866 -2.50300 0.1 0.1 -0.1 0.37
H -0.51425 -1.01294 -2.04196 0.1 -0.1 -0.1 0.38
H -1.17868 1.18064 1.49973 0.0 0.0 0.1 0.52
```
Forces are in eV/Å.

Its highest occupied orbital energy is -9.89 eV. As for the LUMO energy: -1.3 eV. The calculation puts the orbital gap at 0.314 Ha. The SMILES is Cc1c([N+](=O)[O-])cc(S(=O)(=O)Nc2ccncc2)cc1[N+](=O)[O-]. Its total energy is -1531.732833 Ha. The maximum force comes out at 1.43 eV/A.